(1)
Below is a structure of composition C10H16N2 at a distorted geometry, with properties calculated with wB97M-V/def2-TZVPD.

Geometry as XYZ:
```
28
Properties=species:S:1:pos:R:3:lowdin_charge:R:1
N -0.81536 1.47953 -0.29657 -0.120
N -0.57639 -1.59762 1.00073 0.048
C 0.38562 0.43273 -2.23725 0.012
C 1.25506 -1.58307 2.44863 0.025
C 1.44377 -1.61868 -1.06014 0.119
C 0.56280 -0.44130 2.64599 0.025
C 0.53323 -2.35149 1.37179 -0.079
C 1.05288 -0.21660 -0.98443 -0.170
C -1.49798 2.55548 -1.00720 0.042
C -0.44680 0.29087 -1.06395 -0.185
C -0.44235 -0.46979 1.60483 -0.103
C -1.52589 1.02482 0.93271 0.108
H -2.39064 0.46919 0.74023 0.101
H 0.90815 -2.23647 -1.76361 0.128
H 0.24216 -0.20006 -3.10384 0.139
H -1.96795 3.35815 -0.49679 0.118
H -1.24575 -0.41092 -1.09780 0.165
H 2.51703 -1.88754 -1.14293 0.147
H -2.43099 2.21570 -1.44861 0.132
H 1.00823 1.29735 -2.58018 0.164
H 1.97151 -1.81689 3.21290 0.130
H 0.00369 1.87932 0.04289 0.158
H -1.54380 1.81218 1.77046 0.165
H 0.47464 -3.54779 1.53565 0.225
H 1.12568 -2.25343 0.11857 0.122
H 0.50595 0.43997 3.23883 0.124
H -0.89402 2.92557 -1.79626 0.109
H 1.78749 0.45078 -0.58464 0.149
```

Results
net charge = +2
LUMO energy = -10.34 eV
E_HOMO = -17.650 eV

=====

(2)
Below is an isolated molecule of C10H16N2O at a distorted geometry, with properties calculated with wB97M-V/def2-TZVPD.

Geometry as XYZ:
```
29
Properties=species:S:1:pos:R:3:lowdin_charge:R:1
O 1.93224 -1.08183 -1.23406 -0.056
N 2.01868 0.52291 0.43245 -0.142
N 0.39168 0.79664 -1.30296 0.165
C 2.49581 1.86203 0.72803 -0.077
C -2.89873 0.83049 0.01323 -0.187
C -2.06901 0.58878 -1.27639 -0.115
C -2.59465 -0.20751 1.09297 -0.193
C -0.63056 0.19189 -0.92750 -0.266
C -1.88609 -1.47330 0.54781 -0.179
C 2.92768 -0.56990 0.75098 -0.060
C -0.58306 -1.16314 -0.20531 -0.120
C 1.69676 0.29038 -0.94216 -0.416
C 2.91567 -1.45573 -0.24856 -0.061
H 3.53346 -0.58083 1.63556 0.111
H -2.53503 -2.01158 -0.22369 0.128
H 1.89348 2.67958 0.24907 0.102
H -1.71548 -2.18424 1.32584 0.092
H 3.55738 1.97126 0.36284 0.093
H -3.51465 -0.53487 1.57908 0.103
H -0.40057 -1.88981 -0.95236 0.109
H 0.29076 -1.11534 0.42833 0.095
H -3.95453 0.81528 -0.25301 0.103
H 2.39066 0.87407 -1.55972 0.144
H -2.09805 1.47968 -1.85002 0.094
H -2.49371 -0.25785 -1.84456 0.125
H 3.37607 -2.43170 -0.31571 0.112
H 2.55919 1.95190 1.81676 0.081
H -1.95013 0.25512 1.83082 0.107
H -2.65527 1.84760 0.34227 0.109
```

Results
LUMO energy = 0.97 eV
E_HOMO = -7.882 eV

=====

(3)
Below is a structure of composition C10H16N3 at a distorted geometry, with properties calculated with wB97M-V/def2-TZVPD.

Geometry as XYZ:
```
29
Properties=species:S:1:pos:R:3:lowdin_charge:R:1
N -1.29828 -0.64434 0.19420 0.153
N -0.55694 1.53638 0.18652 0.126
N 0.50896 1.40868 0.87159 0.087
C 1.91647 0.15626 -0.61002 -0.283
C 1.65355 0.96942 0.61550 -0.299
C -1.39485 0.67871 -0.23038 -0.282
C 2.80137 1.03030 1.60480 -0.018
C -0.33735 -1.46342 -0.04060 -0.030
C 3.10319 0.78113 -1.35891 -0.019
C 1.28634 -0.87959 -1.10623 0.174
C -3.92230 1.00896 0.14715 -0.060
C -0.34300 -2.84987 0.47842 -0.013
C -2.73161 1.10191 -0.84875 -0.167
H -1.09678 -3.05869 1.13091 0.049
H -3.52826 1.56785 1.09767 0.134
H 0.50238 -2.92128 1.16830 0.116
H -2.20327 -1.02809 0.52851 0.185
H 3.74540 1.10484 -0.49280 0.078
H -4.00316 -0.05491 0.27098 0.039
H -2.83725 0.66562 -1.79969 0.103
H 2.20566 1.18970 2.56404 0.113
H -0.49757 -3.55971 -0.36340 0.128
H -2.66857 2.10305 -1.06786 0.083
H 1.62947 -1.68264 -1.74545 0.099
H 3.58762 0.04438 -2.07524 0.112
H 2.82442 1.73662 -1.86582 0.112
H -4.83868 1.29478 -0.39533 0.093
H 3.43656 0.22373 1.56494 0.055
H 3.33624 2.06054 1.63480 0.133
```

Results
net charge = +1
LUMO energy = -4.20 eV
E_HOMO = -12.812 eV

=====

(4)
Below is an isolated molecule of C10H16N4O4 at a distorted geometry, with properties calculated with wB97M-V/def2-TZVPD.

Geometry as XYZ:
```
34
Properties=species:S:1:pos:R:3:lowdin_charge:R:1
O 2.60128 -2.10146 0.14856 0.042
O -0.88013 2.06474 0.63729 0.038
O 4.24427 -0.49673 -1.19451 -0.148
O 1.47073 -0.81503 1.69077 0.025
N -0.47420 -1.00368 -1.09908 0.077
N 1.27076 1.44476 0.17682 0.140
N -3.84902 -1.00077 -0.73936 0.074
N -4.40330 -0.28132 1.24877 0.041
C 3.58301 0.56738 -0.29297 -0.297
C -3.10359 0.15248 -0.48253 -0.275
C -3.37551 0.59050 0.77437 -0.054
C 2.03840 0.27642 -0.25304 -0.282
C -0.67981 0.45137 -1.17747 -0.375
C -2.03024 0.86413 -1.45976 -0.118
C -4.45374 -1.24095 0.40665 -0.300
C -0.15881 1.37644 -0.11807 -0.326
C 4.11693 0.53317 1.13883 -0.048
C 1.90396 -1.06117 0.33512 -0.382
H -2.10431 1.94959 -1.48992 0.112
H -4.78900 -2.36435 0.48916 0.160
H 3.83199 1.56134 -0.94240 0.190
H 5.04315 1.12471 1.13612 0.087
H 4.24271 -0.47208 1.47051 0.066
H -2.44015 0.61965 -2.53794 0.154
H -1.33480 -1.40212 -0.61358 0.102
H -4.91826 -0.23040 2.17256 0.185
H 1.44915 2.05223 0.92444 0.117
H 1.75111 -1.68222 2.15737 0.160
H 3.25785 0.85183 1.85562 0.107
H -3.25472 1.65071 1.23793 0.147
H -0.62623 -1.45349 -2.02267 0.111
H 1.89572 0.03737 -1.36313 0.166
H -0.01981 0.77936 -2.08155 0.182
H 3.67310 -1.40586 -0.98626 0.122
```

Results
LUMO energy = 0.58 eV
E_HOMO = -8.928 eV

=====

(5)
Below is an isolated molecule of C10H16NP at a distorted geometry, with properties calculated with wB97M-V/def2-TZVPD.

Geometry as XYZ:
```
28
Properties=species:S:1:pos:R:3:lowdin_charge:R:1
P -1.33779 0.33235 0.13836 0.982
N -0.23741 -0.73781 -0.99934 -0.179
C 0.16870 -0.06824 -2.23443 -0.754
C -1.03913 0.30956 -3.10922 -0.071
C 0.60064 0.73143 2.13641 -0.106
C 0.45627 -0.02019 4.47676 -0.115
C 1.11295 0.65716 3.45715 -0.085
C 1.00221 1.14737 -1.86599 -0.084
C -0.59413 0.12374 1.82442 -0.465
C -0.64495 -0.75149 4.11837 -0.087
C -1.22120 -0.56367 2.83749 -0.124
C 1.05917 -1.09250 -3.02601 -0.062
H -1.88063 -0.30192 -2.91780 0.058
H 1.08729 1.77370 -2.71492 0.068
H -0.58671 0.32341 -4.08464 0.073
H 1.91372 0.94250 -1.39339 0.063
H 0.43008 1.76313 -1.14422 0.044
H -1.01902 -1.20503 -1.51597 0.043
H -1.23801 -1.41225 4.80112 0.116
H -1.40579 1.36586 -2.89440 0.100
H 1.65885 -0.62207 -3.88420 0.102
H 2.03211 1.08502 3.85650 0.100
H -2.33601 -0.65097 0.38626 -0.058
H 0.31340 -1.78356 -3.44865 0.068
H 1.18059 1.27593 1.41059 0.088
H 1.75732 -1.68679 -2.34580 0.097
H 0.98935 -0.08500 5.45149 0.116
H -2.22188 -0.84967 2.68408 0.072
```

Results
LUMO energy = 0.91 eV
E_HOMO = -8.383 eV

=====

(6)
Below is a cluster of 2 separate species, C10H16O in total at a distorted geometry, with properties calculated with wB97M-V/def2-TZVPD.

Geometry as XYZ:
```
27
Properties=species:S:1:pos:R:3:lowdin_charge:R:1
O -1.51085 -1.90676 1.68064 -0.072
C -2.11886 1.83022 -2.47148 -0.104
C 2.22728 -0.24116 0.42574 -0.285
C -1.50306 0.38910 1.07449 -0.127
C -2.06769 0.88309 -1.31642 -0.379
C -1.67959 1.28270 -0.04380 -0.141
C 2.40413 0.65406 1.67883 -0.119
C 3.38403 -1.24006 0.31950 -0.151
C -2.04460 -1.47647 -0.55804 -0.097
C -1.66861 -0.94895 0.66064 -0.407
C -2.17773 -0.48441 -1.57410 -0.149
H 1.32367 -0.84438 0.40488 0.092
H -2.36563 -0.79960 -2.60414 0.065
H 3.25491 1.29232 1.45639 0.062
H -1.83380 1.35061 -3.40708 0.056
H 1.43773 1.08356 1.91155 0.052
H 4.07791 -1.20187 1.17151 0.055
H -3.13532 2.20586 -2.65124 0.061
H -2.07438 -2.54623 -0.68814 0.077
H 2.37373 0.42123 -0.43353 0.096
H -1.38507 2.29487 0.21937 0.067
H -1.29056 0.60689 2.10802 0.052
H 3.08895 -2.28971 0.40625 0.057
H 2.70903 0.06752 2.55619 0.060
H -1.97724 -1.78451 2.50791 0.060
H -1.42474 2.63604 -2.22867 0.060
H 3.97635 -1.23398 -0.60527 0.058
```

Results
multiplicity = 2
net charge = -1
LUMO energy (spin up / spin down) = 3.63 / 3.60 eV
E_HOMO (spin up / spin down) = 0.750 / -3.528 eV

=====

The E results, record by record, are as follows: -499.25512; -575.32308; -554.46460; -910.52527; -786.68163; -465.79449 a.u..